# C5H2N2

A cluster of 2 separate species, C5H2N2 in total (ωB97M-V with the def2-TZVPD basis set, the OMol25 dataset).

Geometry (Å):
C 1.785 -1.312 0.057
C 1.800 1.296 0.048
C -1.023 0.023 -0.323
C -2.281 0.023 -0.080
C 1.683 -0.007 -0.010
N 1.857 -2.482 0.084
N 1.891 2.465 0.100
H -3.072 0.144 -0.804
H -2.638 -0.149 0.927

Summary:
Orbital gap (alpha / beta) in eV: 6.898 / 6.890
HOMO (alpha / beta) in eV: -9.6 / -9.5
Strongest force on any atom in eV Å⁻¹: 0.763

# CH13N7P2

A structure of composition CH13N7P2 in a non-equilibrium geometry (ωB97M-V with the def2-TZVPD basis set, the OMol25 dataset).

Geometry (Å):
C -2.399 1.155 -0.218
N -1.113 0.832 0.337
N 0.721 -1.135 0.582
N -1.960 -1.549 1.072
N -1.409 -1.339 -1.387
N 3.165 -1.058 -0.570
N 1.562 1.155 -0.921
N 2.731 0.440 1.549
P -0.758 -0.823 0.114
P 1.991 0.019 -0.009
H -2.796 2.026 0.405
H -3.124 0.343 -0.157
H -2.217 1.391 -1.297
H -1.641 -2.547 1.425
H -1.968 -0.828 1.777
H -1.810 -2.256 -1.362
H -0.710 -1.335 -2.121
H 2.896 -1.365 -1.482
H 3.578 -1.500 0.226
H -0.375 1.382 0.015
H 2.270 1.232 -1.700
H 2.958 1.392 1.559
H 2.533 -0.173 2.395

Summary:
Orbital gap in eV: 9.471
HOMO in eV: -8.6
Strongest force on any atom in eV Å⁻¹: 7.080

# C26H54O13S8

A cluster of 9 separate species, C26H54O13S8 in total (ωB97M-V with the def2-TZVPD basis set, the OMol25 dataset).

Geometry (Å):
C -0.358 -2.092 -4.768
C -0.081 -2.733 -3.795
C 0.315 -3.126 -2.483
C 1.612 -3.231 -2.171
C 1.982 -3.601 -0.784
O 3.057 -4.097 -0.521
C 0.957 -3.358 0.267
C 1.456 -3.225 1.689
C 1.017 -1.902 2.264
O 0.682 -1.761 3.406
O 0.972 -0.829 1.423
C -0.341 -3.258 -0.040
O -1.329 -3.073 0.864
C -0.762 -3.371 -1.482
O -1.905 -3.608 -1.779
H -0.600 -1.411 -5.545
H 2.357 -3.055 -2.930
H 1.110 -4.030 2.327
H 2.547 -3.209 1.668
H 1.862 -0.416 1.362
H -1.585 -2.132 0.910
C 1.212 2.371 5.914
S 0.957 1.442 4.398
O 0.684 2.421 3.303
C -0.615 0.726 4.884
H 2.141 2.932 5.814
H 0.385 3.060 6.075
H 1.290 1.681 6.748
H -1.327 1.523 5.105
H -0.466 0.096 5.759
H -0.975 0.119 4.058
C -2.303 1.556 1.732
S -3.529 0.266 1.528
O -2.853 -0.867 0.828
C -4.521 1.123 0.298
H -1.560 1.198 2.435
H -1.824 1.774 0.778
H -2.772 2.456 2.131
H -3.902 1.366 -0.566
H -4.933 2.030 0.739
H -5.331 0.462 -0.003
C -3.313 -0.176 -3.024
S -3.896 -0.623 -4.665
O -2.692 -0.782 -5.524
C -4.621 0.975 -5.055
H -2.787 -1.033 -2.608
H -2.635 0.675 -3.094
H -4.168 0.067 -2.393
H -3.858 1.752 -4.987
H -5.434 1.180 -4.358
H -5.017 0.932 -6.067
C 0.141 -5.955 -6.617
S -0.109 -6.564 -4.945
O 0.608 -5.638 -4.036
C 0.916 -8.032 -5.122
H -0.388 -5.008 -6.709
H 1.205 -5.802 -6.797
H -0.267 -6.673 -7.329
H 1.929 -7.742 -5.402
H 0.484 -8.687 -5.879
H 0.934 -8.546 -4.163
C -8.630 1.914 -6.896
S -8.381 0.135 -6.987
O -6.919 -0.097 -7.104
C -9.082 -0.068 -8.630
H -8.218 2.263 -5.951
H -8.112 2.400 -7.723
H -9.697 2.134 -6.932
H -8.534 0.550 -9.341
H -10.135 0.214 -8.611
H -8.989 -1.116 -8.906
C 1.365 3.526 10.067
S 0.553 1.972 9.670
O -0.279 2.206 8.461
C -0.557 1.970 11.083
H 2.082 3.742 9.278
H 0.624 4.324 10.119
H 1.887 3.428 11.019
H -1.170 2.872 11.067
H 0.027 1.922 12.002
H -1.194 1.092 11.009
C 4.585 2.644 2.000
S 3.609 1.637 0.893
O 3.360 0.330 1.580
C 4.911 1.347 -0.311
H 3.965 2.905 2.856
H 5.458 2.084 2.335
H 4.892 3.552 1.478
H 5.762 0.870 0.175
H 5.207 2.299 -0.752
H 4.515 0.691 -1.084
C 9.149 3.505 0.007
S 7.768 3.781 1.122
O 6.843 4.737 0.456
C 8.700 4.704 2.350
H 8.777 2.970 -0.865
H 9.569 4.463 -0.302
H 9.905 2.903 0.510
H 9.148 5.582 1.886
H 9.471 4.062 2.776
H 8.010 5.014 3.133

Summary:
Orbital gap in eV: 8.072
HOMO in eV: -8.2
Strongest force on any atom in eV Å⁻¹: 0.899

> Which of these has the lowest strongest force on any atom?

C5H2N2

> Which formula does entry 2 have?

CH13N7P2